No. 1
{"formula": "C27H45NO2P2Tc", "method": "ωB97M-V/def2-TZVPD", "elements": ["Tc", "C", "C", "C", "C", "C", "C", "H", "H", "H", "C", "H", "H", "H", "C", "H", "H", "H", "C", "H", "H", "H", "C", "H", "H", "H", "C", "C", "C", "C", "C", "C", "C", "C", "H", "H", "H", "H", "H", "H", "H", "H", "H", "H", "H", "H", "P", "C", "C", "P", "C", "C", "C", "H", "H", "H", "H", "H", "H", "H", "H", "H", "H", "H", "H", "H", "H", "O", "C", "C", "C", "C", "O", "N", "H", "H", "H", "H"], "coordinates": [[-0.52189, -0.06536, -1.26703], [1.75084, 1.75161, 2.62829], [0.34826, 1.50409, 2.76448], [1.47329, -0.34088, 3.54147], [2.43570, 0.59032, 3.09147], [0.18932, 0.23066, 3.37098], [2.38027, 2.98917, 2.14525], [1.69682, 3.54917, 1.49008], [3.29978, 2.76419, 1.58525], [2.65461, 3.65976, 2.98148], [3.89495, 0.41827, 3.20100], [4.43675, 1.13238, 2.58076], [4.18107, -0.59540, 2.90080], [4.23157, 0.56056, 4.23752], [1.76651, -1.64693, 4.15699], [2.24444, -1.52440, 5.13726], [2.45347, -2.23536, 3.53694], [0.85347, -2.23064, 4.30648], [-1.08566, -0.37550, 3.81684], [-1.14365, -0.41131, 4.91912], [-1.17076, -1.40604, 3.44889], [-1.94797, 0.19144, 3.45589], [-0.72496, 2.42707, 2.33515], [-0.81271, 3.32313, 2.98065], [-1.69519, 1.91059, 2.32859], [-0.53469, 2.76076, 1.29880], [0.44006, 0.31072, -2.90353], [0.16028, 1.74079, -2.45533], [-1.14230, 2.40589, -2.93193], [-2.42032, 1.58581, -2.75800], [-2.34164, 0.41508, -1.79489], [-1.96831, -0.89443, -2.31237], [-1.58045, -1.01422, -3.78768], [-0.32784, -0.18630, -4.14225], [-1.02497, 2.67116, -3.99878], [-2.72071, 1.22348, -3.76057], [-1.28011, 3.37712, -2.42883], [-0.60337, 0.66981, -4.78027], [1.52046, 0.10504, -2.95256], [1.00287, 2.30619, -2.97175], [0.36804, -0.80167, -4.72596], [-1.37215, -2.07187, -4.03148], [-2.62037, -1.71897, -2.00658], [-2.43897, -0.75183, -4.42027], [-3.23608, 2.23421, -2.43186], [-3.10159, 0.42917, -1.00187], [1.32764, 2.97079, -1.05227], [2.99905, 2.48886, -1.62738], [1.05470, 4.71152, -1.58086], [-3.45548, -2.62049, 1.87463], [-2.38703, -1.47271, 1.02037], [-5.05253, -2.06255, 1.13378], [-3.05250, -4.10420, 0.85794], [3.10514, 1.40360, -1.46589], [3.72141, 3.01693, -0.99274], [3.18225, 2.73849, -2.68112], [0.70522, 4.79001, -2.62030], [1.99177, 5.26594, -1.42914], [0.27437, 5.10700, -0.90391], [-3.99191, -4.55005, 0.52137], [-2.54232, -4.80871, 1.52300], [-2.41312, -3.86800, -0.00365], [-1.34180, -1.78389, 0.84185], [-2.62958, -0.41245, 0.93781], [-5.82892, -2.39447, 1.83823], [-5.21174, -2.52268, 0.15510], [-5.07373, -0.97483, 1.05526], [-0.72138, -3.52052, -1.87728], [0.36619, -3.07100, -1.54825], [1.71772, -3.76912, -1.53761], [2.59059, -2.92424, -0.64424], [1.86590, -1.59787, -0.52260], [2.24707, -0.50971, -0.07402], [0.59516, -1.78106, -1.05530], [1.59146, -4.81865, -1.22733], [2.10010, -3.76658, -2.56637], [2.71565, -3.36119, 0.35397], [3.58444, -2.76469, -1.07973]], "homo_lumo_gap_ev": [2.844, 2.919], "multiplicity": 4, "total_energy_ev": -55067.8192, "s_squared": 3.7974, "e_lumo_ev": [-8.830, -8.741], "charge": 2}

No. 2
{"formula": "C5H8O", "method": "ωB97M-V/def2-TZVPD", "elements": ["C", "C", "C", "C", "O", "C", "H", "H", "H", "H", "H", "H", "H", "H"], "coordinates": [[1.56583, -0.28800, 0.54105], [0.67577, 0.56256, -0.33486], [-0.61259, 0.07971, -0.96751], [-1.34402, -0.83004, 0.00400], [-1.23986, 0.14719, 1.06477], [-0.64336, 1.07212, 0.15859], [0.98394, -0.68642, 1.37788], [2.37560, 0.31978, 0.95826], [2.01722, -1.12658, -0.00111], [1.19283, 1.26932, -0.98476], [-0.84783, 0.20975, -2.01786], [-0.86738, -1.78463, 0.26415], [-2.39541, -0.99186, -0.25836], [-0.93897, 2.11483, 0.22676]], "homo_lumo_gap_ev": 10.358, "total_energy_ev": -7359.9059, "e_lumo_ev": 1.120, "charge": 0, "e_above_lowest_kj_mol": 226.7}

No. 3
{"formula": "C23H31FeN7S2", "method": "ωB97M-V/def2-TZVPD", "elements": ["Fe", "C", "C", "N", "C", "C", "N", "C", "C", "N", "C", "C", "N", "C", "C", "C", "C", "C", "C", "C", "N", "H", "H", "H", "H", "H", "H", "H", "H", "H", "H", "H", "H", "H", "H", "H", "H", "H", "H", "H", "H", "H", "H", "H", "C", "C", "N", "C", "C", "S", "C", "C", "S", "C", "N", "C", "H", "H", "H", "H", "H", "H", "H", "H"], "coordinates": [[-0.15782, 0.09497, -0.00572], [0.76977, 3.08515, 3.00855], [0.34103, 2.24271, 1.85419], [0.52287, 0.95108, 1.73739], [1.61607, 0.28060, 2.43452], [2.38775, -0.45670, 1.33125], [1.47510, -1.32838, 0.56154], [1.07034, -2.55480, 1.27623], [-0.32169, -2.37392, 1.88716], [-1.17888, -1.71816, 0.89210], [-1.72233, -2.64664, -0.13452], [-1.15184, -2.31547, -1.52951], [-1.19388, -0.87525, -1.57219], [-2.09440, -0.14397, -2.09482], [-3.13815, -0.50435, -3.09181], [-0.67185, 2.02442, -1.58079], [-1.50478, 3.30846, -1.90061], [-1.37791, 4.34763, -0.82411], [-0.85917, 4.08826, 0.38567], [-0.24229, 2.80410, 0.64635], [0.01540, 1.99757, -0.34967], [1.03066, 2.48747, 3.87704], [-0.03973, 3.76227, 3.28609], [1.62528, 3.70923, 2.73735], [1.25079, -0.41736, 3.18830], [2.29051, 0.98130, 2.92711], [3.22540, -1.01416, 1.76220], [2.77782, 0.29411, 0.64119], [1.93752, -1.58466, -0.29994], [1.79005, -2.81472, 2.05607], [1.04339, -3.38450, 0.56873], [-0.27840, -1.73459, 2.76620], [-0.72203, -3.34055, 2.20356], [-1.95696, -1.28068, 1.37016], [-2.80503, -2.53093, -0.18138], [-1.50454, -3.68392, 0.12474], [-1.73644, -2.81226, -2.30519], [-0.11070, -2.63357, -1.61291], [-2.96915, -1.49127, -3.51497], [-3.14559, 0.22475, -3.90364], [-4.12818, -0.48552, -2.62811], [-1.31387, 3.73916, -2.88355], [-1.78108, 5.32747, -1.04806], [-0.85686, 4.84576, 1.15874], [-3.60979, 1.53478, 1.93403], [-3.19888, 1.65876, 0.50966], [-2.28881, 0.92821, -0.02077], [-2.05157, 1.21306, -1.42574], [-2.83466, 2.46992, -1.86835], [-4.00670, 2.81948, -0.52213], [0.31459, 1.42593, -2.54750], [0.64568, 1.78226, -3.80764], [1.94628, 0.81496, -4.35907], [1.97397, -0.01953, -2.84851], [1.06828, 0.39409, -2.00453], [2.98214, -1.09641, -2.61275], [-2.78775, 1.14055, 2.53051], [-4.45837, 0.85158, 2.01281], [-3.93059, 2.49577, 2.33287], [-3.38015, 2.42530, -2.80703], [0.22208, 2.55810, -4.42544], [3.70010, -1.12526, -3.42970], [2.51055, -2.08072, -2.56016], [3.53956, -0.91361, -1.69266]], "homo_lumo_gap_ev": [7.340, 6.896], "multiplicity": 5, "total_energy_ev": -90828.9964, "s_squared": 6.0781, "e_lumo_ev": [-6.657, -6.652], "charge": 2, "e_above_lowest_kj_mol": 101.8}

No. 4
{"formula": "C9H18LiO9S", "method": "ωB97M-V/def2-TZVPD", "elements": ["Li", "S", "O", "O", "O", "O", "C", "O", "H", "H", "H", "H", "C", "O", "H", "H", "H", "H", "C", "O", "H", "H", "H", "H", "C", "C", "C", "C", "C", "C", "O", "O", "H", "H", "H", "H", "H", "H"], "coordinates": [[0.56500, -0.89939, 1.21442], [3.05000, 0.47161, -0.26958], [2.84600, 0.73461, -1.69258], [3.54800, 1.59061, 0.34442], [1.81500, 0.08261, 0.31942], [3.91900, -0.61639, -0.10258], [-1.87800, -1.85739, -0.12158], [-0.99300, -0.79939, 0.17542], [-1.76000, -2.73539, 0.30842], [-2.02000, -2.10139, -1.24258], [-2.91400, -1.48039, 0.10942], [-0.78600, -0.16839, -0.47758], [1.33100, 0.01961, 3.77042], [0.29100, -0.75139, 3.22742], [2.07700, -0.61539, 4.24642], [1.06100, 0.75161, 4.59542], [1.90700, 0.58761, 3.15542], [-0.13100, -1.21139, 3.94442], [1.06000, -3.60639, -0.01558], [1.03600, -3.07839, 1.30142], [2.02500, -4.21939, -0.05958], [0.71000, -2.99539, -0.65958], [0.42300, -4.36639, -0.23358], [1.60600, -3.75039, 1.72442], [-1.19900, 1.39561, -2.80858], [-0.20400, 1.30761, -1.76858], [-0.38200, 2.28261, -0.68858], [-1.44400, 3.18961, -0.58758], [-2.41000, 3.20361, -1.62158], [-2.22300, 2.21761, -2.73358], [-3.23100, 2.28561, -3.72658], [0.40000, 2.06761, 0.40342], [-1.06600, 0.32861, -3.61058], [0.35800, 0.47261, -1.65658], [-1.48200, 3.96361, 0.25242], [-3.07200, 3.99461, -1.79858], [-3.76900, 3.06961, -3.59358], [0.93600, 1.23561, 0.37642]], "homo_lumo_gap_ev": 5.064, "total_energy_ev": -39090.3003, "e_lumo_ev": 1.825, "charge": -1, "e_above_lowest_kj_mol": 180.5}

Q: Which formula does entry 1 have?
A: C27H45NO2P2Tc